1.
C5H9FINO | the ωB97M-V functional and the def2-TZVPD basis

Computed properties:
Molecular weight: 245.0 g mol⁻¹
Largest force on an atom: 6.8 eV Å⁻¹
Energy above the lowest of the compared OMol25 structures with the same formula, charge and spin: 96.97 kcal per mole
Frontier orbital gap (spin up / spin down): 6.577 / 6.581 eV

```
18
Properties=species:S:1:pos:R:3:lowdin_charge:R:1
C -1.66 0.02 -0.14 -0.127
C -1.04 -0.28 1.30 -0.214
C -0.49 0.63 -1.01 -0.312
C -0.10 -1.44 1.08 -0.758
C 1.82 0.42 -1.12 -0.352
N 0.58 -0.22 -1.21 0.034
O 1.99 1.33 -0.03 -0.088
F -0.81 -2.48 0.51 -0.039
I 1.53 -1.82 2.25 0.978
H -1.95 -0.89 -0.44 0.049
H -2.34 0.93 0.00 0.140
H -0.57 0.57 1.76 0.098
H -1.87 -0.72 1.88 0.123
H -1.15 0.88 -1.87 0.126
H -0.27 1.58 -0.58 0.096
H 1.94 1.08 -1.91 0.097
H 2.56 -0.37 -1.25 0.114
H 1.84 0.78 0.78 0.034
```

=====

2.
C3F4N2O | the ωB97M-V functional and the def2-TZVPD basis

Computed properties:
Molecular weight: 156.0 g mol⁻¹
Largest force on an atom: 4.6 eV Å⁻¹
Frontier orbital gap (spin up / spin down): 8.885 / 8.884 eV

```
10
Properties=species:S:1:pos:R:3:lowdin_charge:R:1
C 0.68 -0.55 -1.42 -0.085
C -0.50 -0.63 -0.58 -0.450
C -0.38 0.61 0.73 -0.478
N 1.69 -0.29 -1.92 0.225
N 0.74 0.21 1.62 0.081
O 1.82 0.64 1.31 0.080
F -1.64 -0.34 -1.12 0.182
F -0.62 -1.84 0.03 0.116
F -0.23 1.72 0.06 0.167
F -1.57 0.48 1.29 0.162
```

=====

3.
C37H49N3O3PY | the ωB97M-V functional and the def2-TZVPD basis

Computed properties:
Molecular weight: 703.7 g mol⁻¹
Largest force on an atom: 4.0 eV Å⁻¹
Energy above the lowest of the compared OMol25 structures with the same formula, charge and spin: 9.64 kcal per mole
Frontier orbital gap (spin up / spin down): 4.824 / 5.673 eV

```
94
Properties=species:S:1:pos:R:3:lowdin_charge:R:1
Y 0.80 -0.20 -2.08 1.365
O 4.01 -4.49 2.95 -0.023
C 2.87 -4.65 2.45 -0.744
O 1.99 -5.44 2.68 0.007
C 2.54 -3.73 1.28 -0.119
C 3.22 -2.54 1.17 0.052
C 2.84 -1.63 0.12 -0.227
N 1.85 -1.89 -0.78 0.005
C 1.18 -3.08 -0.70 -0.208
C 1.56 -4.00 0.32 0.085
C 0.10 -3.23 -1.66 -0.212
C -0.65 -4.42 -1.76 -0.030
C -1.63 -4.55 -2.70 -0.089
C -2.01 -3.45 -3.50 -0.101
C -1.34 -2.33 -3.33 -0.182
N -0.20 -2.12 -2.50 -0.107
C 3.50 -0.38 0.03 -0.214
C 4.62 0.04 0.75 -0.003
C 5.13 1.29 0.63 -0.026
C 4.51 2.14 -0.30 -0.064
C 3.46 1.70 -0.98 -0.164
N 2.92 0.48 -0.87 0.024
H 4.10 -2.35 1.77 0.115
H 1.07 -4.92 0.55 0.103
H -0.52 -5.25 -1.08 0.112
H -2.12 -5.53 -2.87 0.118
H -2.75 -3.54 -4.27 0.105
H -1.58 -1.42 -3.90 0.080
H 5.04 -0.63 1.45 0.105
H 5.95 1.62 1.32 0.140
H 4.90 3.14 -0.41 0.113
H 2.88 2.29 -1.70 0.078
C -0.27 0.54 -5.12 -0.129
O 0.31 1.75 -4.72 -0.221
C 0.65 1.83 -3.41 -0.358
C 1.26 3.19 -3.27 -0.148
H -1.31 0.50 -4.76 0.079
H 0.31 -0.33 -4.62 0.065
H -0.28 0.39 -6.21 0.102
H 1.00 3.78 -4.16 0.077
H 2.35 3.11 -3.33 0.053
H 0.96 3.77 -2.37 0.063
C 0.42 4.81 1.52 -0.180
C 1.42 3.74 1.16 -0.240
C 1.12 2.34 1.56 -0.197
C -0.36 1.92 1.23 -0.385
C -0.98 3.04 0.34 -0.221
C -0.95 4.45 0.91 -0.163
P -0.52 0.27 0.42 1.065
C -2.26 0.00 -0.22 -0.368
C -2.39 0.44 -1.69 -0.257
C -3.77 -0.01 -2.20 -0.161
C -4.86 0.69 -1.33 -0.193
C -4.34 1.52 -0.21 -0.218
C -3.41 0.67 0.67 -0.168
C -0.36 -0.85 1.80 -0.477
C -1.50 -0.87 2.80 -0.188
C -1.22 -1.75 4.08 -0.199
C -0.07 -2.68 3.89 -0.196
C 1.17 -1.79 3.62 -0.124
C 0.84 -0.57 2.68 -0.189
H 0.81 5.83 1.21 0.130
H 0.35 4.92 2.57 0.088
H 2.45 3.98 1.52 0.128
H 1.57 3.73 0.08 0.091
H 1.34 2.22 2.64 0.124
H 1.79 1.71 0.99 0.063
H -1.03 1.95 2.11 0.110
H -2.01 2.79 0.08 0.077
H -0.46 2.97 -0.63 0.092
H -1.66 4.49 1.72 0.108
H -1.20 5.11 0.09 0.112
H -2.43 -1.06 -0.25 0.113
H -1.66 -0.09 -2.32 0.013
H -2.17 1.49 -1.94 0.112
H -3.88 -1.07 -2.19 0.094
H -3.94 0.31 -3.25 0.114
H -5.45 -0.13 -0.87 0.121
H -5.49 1.23 -1.99 0.097
H -5.15 1.84 0.42 0.110
H -3.87 2.42 -0.61 0.106
H -3.95 -0.17 1.12 0.115
H -3.08 1.28 1.47 0.077
H -0.21 -1.87 1.34 0.122
H -2.38 -1.28 2.31 0.088
H -1.75 0.20 3.10 0.121
H -2.16 -2.29 4.29 0.112
H -1.08 -1.04 4.95 0.123
H -0.40 -3.28 3.06 0.109
H 0.08 -3.34 4.73 0.120
H 1.90 -2.41 3.18 0.053
H 1.53 -1.37 4.62 0.139
H 1.71 -0.29 2.01 0.092
H 0.67 0.35 3.28 0.107
```

=====

4.
C3HF3O | the ωB97M-V functional and the def2-TZVPD basis

Computed properties:
Molecular weight: 110.0 g mol⁻¹
Largest force on an atom: 2.0 eV Å⁻¹
Energy above the lowest of the compared OMol25 structures with the same formula, charge and spin: 98.81 kcal per mole
Frontier orbital gap: 10.973 eV

```
8
Properties=species:S:1:pos:R:3:lowdin_charge:R:1
C -1.98 0.01 -0.32 0.267
C -0.74 -0.07 0.12 -0.294
C 0.71 -0.63 0.19 -0.496
O -0.86 1.32 0.20 0.006
F 1.52 0.24 -0.55 0.096
F 0.71 -1.84 -0.40 0.148
F 1.23 -0.70 1.43 0.153
H -0.59 1.66 -0.66 0.120
```

=====

5.
C4H12 | the ωB97M-V functional and the def2-TZVPD basis

Computed properties:
Molecular weight: 60.1 g mol⁻¹
Largest force on an atom: 1.3 eV Å⁻¹
Charge: -1
2S+1: 2
Energy above the lowest of the compared OMol25 structures with the same formula, charge and spin: 4.33 kcal per mole
Frontier orbital gap (spin up / spin down): 2.801 / 12.399 eV

```
16
Properties=species:S:1:pos:R:3:lowdin_spin:R:1
C -2.37 -0.12 -0.43 0.163
C -1.89 -1.55 -0.33 0.203
H -3.45 -0.12 -0.27 0.021
H -1.95 0.61 0.27 0.032
H -2.15 0.33 -1.41 0.031
H -1.74 -1.90 0.70 0.041
H -0.95 -1.72 -0.86 0.030
H -2.65 -2.22 -0.76 0.026
C 2.23 1.22 1.02 0.135
C 2.03 0.46 -0.27 0.165
H 3.00 1.99 0.93 0.012
H 1.28 1.64 1.37 0.031
H 2.51 0.49 1.79 0.023
H 1.27 -0.32 -0.15 0.027
H 2.90 -0.10 -0.65 0.023
H 1.67 1.02 -1.14 0.038
```

=====

6.
C26H42Cl2InN5P | the ωB97M-V functional and the def2-TZVPD basis

Computed properties:
Molecular weight: 641.4 g mol⁻¹
Largest force on an atom: 7.7 eV Å⁻¹
Charge: -1
Frontier orbital gap: 3.712 eV

```
77
Properties=species:S:1:pos:R:3:lowdin_charge:R:1
P -0.15 -0.17 -1.22 1.123
C -1.82 -1.03 -1.19 -0.451
C -2.28 -1.84 -2.42 -0.212
C -3.75 -2.28 -2.25 -0.205
C -3.94 -3.09 -0.97 -0.213
C -3.46 -2.31 0.26 -0.198
C -2.00 -1.86 0.09 -0.216
C 1.18 -1.50 -1.20 -0.452
C 1.01 -2.74 -2.09 -0.211
C 2.29 -3.60 -2.08 -0.207
C 2.67 -4.01 -0.65 -0.213
C 2.81 -2.79 0.26 -0.196
C 1.53 -1.93 0.24 -0.215
C -0.07 0.40 -3.00 -0.482
C -1.19 1.42 -3.26 -0.225
C -1.15 1.96 -4.69 -0.207
C 0.22 2.59 -5.01 -0.216
C 1.34 1.58 -4.76 -0.208
C 1.30 1.03 -3.32 -0.217
H -2.51 -0.17 -1.10 0.104
H -1.65 -2.73 -2.53 0.096
H -2.18 -1.25 -3.33 0.091
H -4.06 -2.87 -3.12 0.102
H -4.39 -1.39 -2.22 0.112
H -5.00 -3.37 -0.85 0.101
H -3.38 -4.03 -1.04 0.110
H -4.09 -1.43 0.40 0.116
H -3.56 -2.92 1.17 0.108
H -1.67 -1.29 0.96 0.105
H -1.36 -2.75 0.03 0.099
H 2.05 -0.94 -1.57 0.094
H 3.11 -3.02 -2.52 0.111
H 0.76 -2.45 -3.12 0.100
H 0.18 -3.35 -1.72 0.098
H 2.15 -4.48 -2.71 0.102
H 3.60 -4.59 -0.66 0.101
H 1.88 -4.67 -0.26 0.111
H 3.03 -3.10 1.29 0.111
H 3.65 -2.18 -0.08 0.114
H 1.66 -1.04 0.87 0.087
H 0.71 -2.50 0.67 0.101
H -0.21 -0.46 -3.67 0.097
H -2.17 0.97 -3.06 0.093
H -1.08 2.25 -2.55 0.119
H -1.34 1.14 -5.40 0.111
H -1.95 2.70 -4.84 0.104
H 0.37 3.47 -4.37 0.112
H 0.24 2.94 -6.05 0.101
H 2.32 2.05 -4.94 0.104
H 1.25 0.74 -5.46 0.111
H 2.10 0.30 -3.18 0.095
H 1.49 1.85 -2.61 0.118
In 0.42 2.37 2.52 -0.056
Cl 2.36 2.05 1.33 0.001
Cl -1.85 2.12 2.31 -0.008
C 0.85 2.06 4.28 -0.410
H 1.22 2.84 4.95 -0.014
C 0.86 0.72 4.83 -0.388
C 1.62 0.46 5.99 -0.099
C 1.69 -0.83 6.52 -0.147
C 1.00 -1.88 5.92 -0.180
C 0.22 -1.63 4.78 -0.140
C 0.15 -0.35 4.24 -0.116
H 2.17 1.27 6.46 0.090
H 2.29 -1.01 7.41 0.078
H -0.33 -2.44 4.31 0.081
H -0.48 -0.15 3.38 0.043
H 1.05 -2.88 6.33 0.064
N -0.53 7.38 4.30 0.109
N 0.02 6.40 3.50 -0.244
N 0.93 6.61 2.56 0.105
C 1.20 5.39 2.07 -0.145
N 0.46 4.46 2.71 -0.103
N -0.27 5.11 3.60 0.126
H -1.21 7.14 5.03 0.119
H -0.24 8.37 4.19 0.112
H 1.91 5.18 1.29 0.106
```

=====

7.
C2H3BO3 | the ωB97M-V functional and the def2-TZVPD basis

Computed properties:
Molecular weight: 85.9 g mol⁻¹
Largest force on an atom: 4.5 eV Å⁻¹
Energy above the lowest of the compared OMol25 structures with the same formula, charge and spin: 72.13 kcal per mole
Frontier orbital gap: 9.510 eV

```
9
Properties=species:S:1:pos:R:3:lowdin_charge:R:1
B 0.94 0.14 0.04 -0.877
C -1.17 -0.76 0.05 -0.152
C -1.52 0.53 0.08 0.258
O 0.15 -1.09 0.07 0.104
O 0.41 1.35 0.11 0.145
O 2.24 -0.19 0.06 0.245
H -1.70 -1.71 0.16 0.147
H -2.16 1.31 -0.29 0.082
H 2.81 0.42 -0.27 0.049
```